DFT (ωB97M-V/def2-TZVPD) results for C4H5NO2 as an isolated structure.

Summary:
Orbital gap: 9.865 eV
E: -360.615407 a.u.
Relative energy (zero: lowest compared OMol25 entry of this formula, charge and spin): 33.89 kcal per mole
HOMO energy: -9.477 eV
Max |F|: 4.2 eV Å⁻¹

```
! RIJCOSX wB97M-V def2-TZVPD def2/J DEFGRID3
* xyz 0 1
H -1.50 0.86 1.30
H 1.68 -1.94 0.42
C -0.17 -0.94 0.00
H -0.82 0.60 -1.42
C 1.14 -1.04 0.19
O -1.62 1.02 0.35
O 3.08 0.42 0.08
N 0.96 1.24 -0.04
C 1.87 0.26 0.05
C -0.67 0.41 -0.36
H -0.88 -1.75 0.09
H 1.17 2.16 -0.40
*
```